Record 1
DFT (the ωB97M-V functional and the def2-TZVPD basis) results for C11H22BrHgN2O as an isolated structure in a non-equilibrium geometry.

```
38
Properties=species:S:1:pos:R:3:lowdin_charge:R:1
C 0.03 1.15 -1.06 -0.135
H -2.34 2.55 -1.05 0.036
C -0.29 0.07 1.77 -0.410
C 1.08 0.92 1.44 -0.134
H 0.59 -1.94 2.71 0.111
H 2.34 -1.14 0.38 0.133
Br 2.54 2.57 -0.50 0.737
H 3.43 0.03 -0.62 0.119
Hg -4.61 2.81 -1.07 1.048
H -1.80 0.43 3.58 0.113
C 2.30 -0.36 -0.52 -0.183
H -3.52 1.13 -0.41 0.030
C -1.34 0.46 -0.50 -0.367
N 3.27 -1.88 -2.30 0.277
C -2.58 1.41 -1.09 -0.234
H -0.10 1.41 3.67 0.097
C 1.97 -1.17 -1.89 -0.145
C -0.63 0.41 3.38 -0.046
O -1.70 1.80 1.36 -0.030
H -1.82 -1.88 -0.35 0.099
H 3.19 -2.84 -1.87 0.167
C -1.64 -1.04 -1.17 -0.022
H -0.21 -0.44 4.10 0.104
H 1.67 -0.52 -2.82 0.149
H 1.96 0.34 1.98 0.155
H -2.67 -1.00 -1.79 0.104
C 1.37 0.93 -0.17 -0.675
C -0.03 -1.59 1.77 -0.054
H 0.37 -1.98 0.74 0.056
H -0.18 2.33 -1.05 0.120
H 1.21 -2.05 -1.66 0.160
N -1.51 0.49 1.00 -0.096
H -2.82 1.14 -2.23 0.108
H 0.11 0.87 -2.20 0.131
H 1.03 2.03 1.82 0.125
H 3.29 -2.05 -3.34 0.169
H -1.12 -2.07 1.90 0.112
H -0.82 -1.31 -1.95 0.071
```

Values from the calculation:
LUMO energy (alpha / beta), Ha: -0.374 / -0.418
HOMO level (alpha / beta), hartree: -0.5671 / -0.5752
Expectation value of S²: 1.76
Frontier orbital gap (alpha / beta), eV: 5.25 / 4.29
Total charge: +2
2S+1: 2

Record 2
DFT (the ωB97M-V functional and the def2-TZVPD basis) results for a 8-piece molecular cluster, C11H22Cl10O12S3 overall in a non-equilibrium geometry.

```
58
Properties=species:S:1:pos:R:3:lowdin_charge:R:1
O 4.48 1.47 -1.14 -0.265
C -1.10 -2.64 4.75 -0.957
O -3.73 1.77 -2.09 -0.244
Cl 0.01 -1.23 4.85 0.553
C 5.03 2.24 -2.22 -0.126
Cl -2.34 1.56 3.54 0.710
O -4.69 -1.34 0.93 -0.220
H -3.46 -0.85 -2.02 0.109
O 2.70 -0.33 -0.74 -0.359
H 3.51 -3.65 0.95 0.001
H -4.19 1.54 2.04 0.036
O -1.29 1.21 -1.54 -0.227
H -1.01 0.74 -3.48 0.139
Cl 5.40 -4.13 -0.44 0.510
H 0.49 1.31 -2.56 0.098
O -6.55 -0.31 -0.51 -0.232
S -2.52 2.23 -1.32 0.734
H -0.04 3.31 -3.37 0.140
O -5.03 -2.12 -1.18 -0.202
H -3.00 -2.38 -1.42 0.130
H 6.00 1.81 -2.49 0.138
H -1.59 2.70 -4.16 0.142
H -0.94 -3.36 5.56 0.048
C 3.66 -4.13 -0.02 -0.985
C 3.98 2.11 -3.33 -0.128
O 3.03 1.14 -2.85 -0.216
C -0.99 2.78 -3.25 -0.143
H -3.92 3.08 2.73 0.069
Cl 4.81 -1.61 3.27 0.510
Cl 1.38 -1.65 1.50 0.618
H -2.68 -1.16 0.69 0.126
O -1.73 3.34 -2.17 -0.182
Cl 1.42 1.29 2.17 0.644
O -2.64 2.57 0.11 -0.258
C -0.58 1.42 -2.75 -0.164
S -6.01 -1.57 -0.01 0.719
C -3.90 2.02 2.97 -1.017
Cl -2.75 -2.04 4.77 0.576
H 5.19 3.23 -1.80 0.137
O -6.85 -2.62 0.53 -0.208
C 0.41 -0.13 1.61 -0.880
C -3.59 -0.90 0.15 -0.191
H 3.50 3.05 -3.59 0.133
H 5.44 -1.75 0.92 -0.012
C -3.71 -1.57 -1.24 -0.136
Cl 5.93 0.51 1.47 0.509
Cl 2.90 -3.26 -1.33 0.546
H 4.46 1.72 -4.23 0.138
H -0.95 -3.18 3.81 0.031
H -3.67 0.19 0.07 0.077
H 3.98 -0.77 1.20 -0.053
O 2.02 2.09 -0.67 -0.301
S 2.89 1.03 -1.25 0.695
C 4.96 -1.03 1.59 -0.983
Cl -5.13 1.62 4.15 0.654
H -0.40 -0.35 2.31 -0.036
H 3.35 -5.18 -0.08 0.031
H 0.07 0.15 0.62 0.026
```

Values from the calculation:
LUMO energy (alpha / beta), Ha: -0.085 / -0.376
HOMO level (alpha / beta), hartree: -0.4740 / -0.4700
Expectation value of S²: 0.75
Frontier orbital gap (alpha / beta), eV: 10.60 / 2.55
Total charge: +1
2S+1: 2

Record 3
DFT (the ωB97M-V functional and the def2-TZVPD basis) results for C11H22I2O5S3 as an isolated structure.

```
43
Properties=species:S:1:pos:R:3:lowdin_charge:R:1
C -0.28 0.52 1.44 -0.204
O 2.08 -0.55 1.00 -0.221
S -2.31 2.76 -1.53 0.831
C 1.72 1.82 0.46 -0.123
H -0.02 2.61 1.40 0.095
H 5.61 0.66 2.08 0.047
H -4.65 2.98 -1.14 0.056
H 1.35 2.38 -0.40 0.114
H 1.06 1.81 2.53 0.120
H -0.85 0.39 2.37 0.109
C 3.59 0.44 -0.61 -0.753
C -1.11 -5.82 -1.20 -0.270
H -3.80 2.18 0.20 0.049
O 0.67 -1.67 2.57 -0.264
H 4.41 1.91 1.85 0.082
H -1.63 4.32 -3.17 0.052
H -0.25 -5.64 -0.56 0.054
H -1.67 -4.31 1.15 0.050
S -2.19 -4.38 -1.19 0.796
H -1.68 -6.69 -0.86 0.056
C 0.62 1.74 1.53 -0.185
H -3.29 -3.66 0.77 0.048
O -1.13 2.97 -0.64 -0.550
H -2.49 5.12 -1.83 0.060
H -0.97 0.59 0.61 0.093
O 0.10 -1.73 0.16 -0.280
I 3.64 0.11 -2.66 0.895
H 3.90 0.23 2.12 0.080
I 6.60 0.62 -0.65 0.867
O -3.42 -4.76 -1.93 -0.563
H -0.78 -5.97 -2.22 0.047
C 4.67 0.63 0.14 -0.825
H 2.56 2.40 0.86 0.105
C 4.64 0.87 1.64 -0.144
H -3.68 3.95 0.02 0.060
C -2.58 -4.46 0.56 -0.270
H 1.50 0.15 -0.85 0.093
H -3.04 -5.42 0.79 0.056
C 2.17 0.46 -0.05 -0.402
C -3.76 3.00 -0.51 -0.263
H -3.41 4.21 -3.08 0.056
S 0.60 -1.03 1.30 0.612
C -2.49 4.26 -2.50 -0.266
```

Values from the calculation:
LUMO energy, Ha: 0.006
HOMO level, hartree: -0.3140
Frontier orbital gap, eV: 8.72